[1]
Density functional theory data (ωB97M-V with the def2-TZVPD basis set) for the ion C3H10N3 with charge +1.

Its HOMO-LUMO gap is 10.895 eV. For the LUMO energy, the calculation gives -3.1 eV. As for the HOMO energy: -0.514 Ha. As for the net charge: +1. The value obtained for the total energy is -284.24834 Ha. The relative energy (zero: lowest compared OMol25 entry of this formula, charge and spin) comes out at 335.1 kJ/mol.

Geometry as XYZ:
```
16
C3H10N3 | the OMol25 dataset | ωB97M-V with the def2-TZVPD basis set
C -0.188 -0.810 -0.469
C -0.104 0.769 -0.374
C 2.124 -0.023 0.182
N 0.717 -0.069 0.341
N -1.312 -1.231 0.320
N -1.386 1.302 0.302
H 0.172 -1.434 -1.266
H 0.176 1.283 -1.256
H 2.581 0.839 0.792
H 2.620 -0.956 0.666
H 2.420 0.185 -0.776
H -0.971 -1.448 1.267
H -1.809 -2.012 -0.186
H -1.819 -0.263 0.433
H -1.963 1.574 -0.551
H -1.257 2.296 0.573
```

These are the natural (NBO) partial charges, in e, on atoms 1 to 6: atom 1 (C): 0.028, atom 2 (C): 0.111, atom 3 (C): -0.425, atom 4 (N): -0.421, atom 5 (N): -0.733, atom 6 (N): -0.864

[2]
Density functional theory data (ωB97M-V with the def2-TZVPD basis set) for a structure of composition C34H57BrIrN11O4.

Its HOMO-LUMO gap (spin up / spin down) is 6.523 / 4.929 eV. For the LUMO energy (spin up / spin down), the calculation gives -8.8 / -10.4 eV. As for the HOMO energy (spin up / spin down): -0.565 / -0.565 Ha. As for the net charge: +3. The value obtained for the total energy is -4910.36459 Ha. Its spin multiplicity is 2. The relative energy (zero: lowest compared OMol25 entry of this formula, charge and spin) comes out at 179.0 kJ/mol.

Geometry as XYZ:
```
108
C34H57BrIrN11O4 | the OMol25 dataset | ωB97M-V with the def2-TZVPD basis set
Ir -0.436 -0.131 0.415
C 2.547 -5.043 1.238
N 1.695 -4.278 0.343
C 1.491 -4.852 -0.973
C 0.929 -3.239 0.839
N 1.030 -2.031 0.337
C 2.069 -1.790 -0.659
C 1.826 -0.508 -1.417
N 1.494 0.613 -0.535
C 2.560 0.927 0.419
C 2.332 0.318 1.784
N 0.960 0.478 2.225
C 0.764 0.656 3.521
N -0.440 0.927 4.067
C -0.665 0.877 5.506
C -1.592 1.338 3.289
N 1.811 0.571 4.411
C 2.169 1.681 5.280
C 2.632 -0.617 4.537
C 1.105 1.782 -1.324
C 0.373 2.811 -0.503
N -0.855 2.298 0.082
C -1.850 3.148 0.165
N -3.083 2.915 0.664
C -4.028 4.009 0.867
C -3.675 1.617 0.903
N -1.683 4.465 -0.277
C -2.261 4.862 -1.543
C -0.786 5.395 0.371
N 0.129 -3.543 1.886
C -0.169 -2.620 2.968
C -0.278 -4.915 2.157
H 2.125 -6.019 1.497
H 2.742 -4.483 2.151
H 3.498 -5.225 0.735
H 2.436 -4.910 -1.521
H 0.770 -4.268 -1.539
H 1.105 -5.873 -0.884
H 2.128 -2.583 -1.404
H 3.045 -1.758 -0.162
H 1.000 -0.626 -2.118
H 2.723 -0.273 -2.001
H 2.642 2.007 0.510
H 3.520 0.560 0.045
H 3.030 0.803 2.467
H 2.581 -0.745 1.754
H 0.086 0.265 5.993
H -1.639 0.426 5.696
H -0.660 1.873 5.954
H -1.506 0.973 2.273
H -1.675 2.428 3.258
H -2.493 0.927 3.741
H 1.534 2.542 5.085
H 3.209 1.964 5.097
H 2.088 1.411 6.336
H 2.249 -1.415 3.905
H 2.612 -0.962 5.574
H 3.678 -0.419 4.283
H 0.471 1.450 -2.142
H 1.994 2.256 -1.755
H 0.188 3.645 -1.181
H 1.011 3.177 0.308
H -3.520 4.940 1.095
H -4.672 3.755 1.708
H -4.663 4.162 -0.009
H -3.007 0.842 0.576
H -4.603 1.536 0.332
H -3.912 1.493 1.962
H -2.799 4.025 -1.987
H -1.478 5.183 -2.239
H -2.948 5.705 -1.414
H -0.438 4.988 1.319
H -1.317 6.331 0.568
H 0.082 5.641 -0.252
H 0.499 -2.812 3.815
H -1.186 -2.779 3.319
H -0.057 -1.596 2.632
H -0.258 -5.514 1.251
H -1.300 -4.903 2.535
H 0.349 -5.385 2.918
O -0.784 0.281 -3.111
C -1.845 0.350 -2.501
O -2.028 0.215 -1.247
C -3.115 0.618 -3.298
C -3.010 1.306 -4.535
C -4.114 1.635 -5.291
C -5.341 1.219 -4.799
O -6.549 1.376 -5.311
C -7.471 0.754 -4.431
O -6.725 0.220 -3.345
C -5.446 0.497 -3.573
C -4.338 0.193 -2.806
H -2.024 1.568 -4.894
H -4.038 2.181 -6.220
H -8.008 -0.046 -4.949
H -8.195 1.488 -4.068
H -4.420 -0.342 -1.871
Br -3.125 -1.683 1.505
C -2.685 -2.574 -0.107
C -3.539 -3.508 -0.664
C -3.143 -4.087 -1.861
C -1.935 -3.708 -2.430
C -1.164 -2.760 -1.779
N -1.532 -2.207 -0.623
H -4.475 -3.768 -0.191
H -3.773 -4.826 -2.338
H -1.597 -4.130 -3.366
H -0.227 -2.418 -2.197
```

These are the Löwdin partial charges, in e, on atoms 1 to 6: atom 1 (Ir): 1.344, atom 2 (C): -0.032, atom 3 (N): -0.174, atom 4 (C): -0.036, atom 5 (C): -0.380, atom 6 (N): 0.021

[3]
Density functional theory data (ωB97M-V with the def2-TZVPD basis set) for a cluster of 2 separate species, C3H9N5 in total.

Its HOMO-LUMO gap is 7.030 eV. For the LUMO energy, the calculation gives -0.2 eV. As for the HOMO energy: -0.267 Ha. The value obtained for the total energy is -393.23593 Ha. The relative energy (zero: lowest compared OMol25 entry of this formula, charge and spin) comes out at 728.8 kJ/mol.

Geometry as XYZ:
```
17
C3H9N5 | the OMol25 dataset | ωB97M-V with the def2-TZVPD basis set
C 1.988 -1.295 -0.292
C 1.092 -0.186 0.175
C -1.221 -0.153 -0.555
H 2.033 -0.867 -1.412
H 2.917 -1.022 0.105
H 1.636 -2.269 0.054
H 0.479 -0.749 -1.779
H -2.919 -1.521 -1.531
H -1.328 -0.804 -2.589
H -2.560 0.627 0.823
H 0.482 1.866 2.519
H -0.444 1.525 0.834
N 0.180 -0.047 -0.811
N -2.098 -0.404 -1.661
N -1.605 0.342 0.668
N 1.228 0.387 1.363
N 0.659 1.581 1.442
```

These are the natural (NBO) partial charges, in e, on atoms 1 to 6: atom 1 (C): -0.627, atom 2 (C): 0.266, atom 3 (C): 0.562, atom 4 (H): 0.186, atom 5 (H): 0.229, atom 6 (H): 0.234

[4]
Density functional theory data (ωB97M-V with the def2-TZVPD basis set) for the ion C6H13N4 with charge +1.

Its HOMO-LUMO gap is 8.229 eV. For the LUMO energy, the calculation gives -5.4 eV. As for the HOMO energy: -0.500 Ha. As for the net charge: +1. The value obtained for the total energy is -455.04862 Ha. The relative energy (zero: lowest compared OMol25 entry of this formula, charge and spin) comes out at 425.0 kJ/mol.

Geometry as XYZ:
```
23
C6H13N4 | the OMol25 dataset | ωB97M-V with the def2-TZVPD basis set
C -1.042 -0.715 -0.180
C -0.753 0.910 -0.482
C 1.226 -0.476 -0.015
C -1.828 1.822 0.044
C 2.021 -0.613 1.271
C 2.030 -0.591 -1.274
N -3.390 -0.822 0.103
N -2.202 -0.977 0.298
N 0.551 1.063 -0.063
N 0.131 -1.345 -0.114
H -0.763 0.895 -1.543
H -1.563 1.870 1.052
H -2.939 1.343 -0.059
H -1.799 2.887 -0.500
H 1.850 -1.577 1.683
H 1.777 0.220 2.097
H 3.140 -0.613 1.095
H 2.446 -1.634 -1.390
H 2.940 0.042 -1.172
H 1.376 -0.244 -2.086
H -4.063 -0.660 0.949
H 0.626 1.541 0.788
H 0.229 -2.325 -0.502
```

These are the natural (NBO) partial charges, in e, on atoms 1 to 6: atom 1 (C): 0.442, atom 2 (C): -0.025, atom 3 (C): 0.305, atom 4 (C): -0.624, atom 5 (C): -0.650, atom 6 (C): -0.635